[1]
Entry from the Open Molecules 2025 dataset: a molecular structure, C28H74BrN5O2Si2 (ωB97M-V/def2-TZVPD).

HOMO ... -7.89 eV
Total charge ... 0

CARTESIAN COORDINATES (ANGSTROEM)
C (-1.6214, -1.8295, 0.2387)
C (-2.8873, -2.1596, -0.5561)
C (-2.9093, -1.6791, -2.0088)
Br (-1.2864, -2.2379, -2.9498)
Si (-3.1643, 0.1559, -2.3593)
O (-2.1907, 1.1198, -1.4561)
O (-4.7485, 0.4829, -2.0655)
Si (-5.5554, 0.7600, -0.6548)
C (-6.9279, -0.4980, -0.4137)
N (-6.7879, -1.6842, -1.2694)
H (-0.8813, -2.6252, 0.1537)
H (-1.8450, -1.7073, 1.2991)
H (-1.1283, -0.9202, -0.1129)
H (-3.7629, -1.7204, -0.0582)
H (-3.0453, -3.2410, -0.5407)
H (-3.7094, -2.1970, -2.5444)
H (-2.8937, 0.4495, -3.7679)
H (-1.9938, 0.8497, -0.5510)
H (-6.1190, 2.1242, -0.6885)
H (-4.5848, 0.6542, 0.4687)
H (-6.9513, -0.7341, 0.6602)
H (-7.8795, -0.0092, -0.6452)
H (-5.8196, -1.9314, -1.4259)
H (-7.2385, -2.4900, -0.8556)
C (0.8437, -5.5923, 0.3758)
C (1.7579, -4.7437, 1.2450)
N (1.1616, -4.4125, 2.5284)
C (1.8434, -3.3389, 3.2310)
C (3.2873, -3.5779, 3.6842)
C (0.7410, -5.5470, 3.3379)
C (1.7888, -6.6158, 3.6682)
H (-0.1399, -5.1245, 0.3006)
H (1.2596, -5.6816, -0.6283)
H (0.7132, -6.6018, 0.7673)
H (1.9525, -3.7944, 0.7371)
H (2.7341, -5.2463, 1.3355)
H (1.2332, -3.0757, 4.0996)
H (1.8290, -2.4668, 2.5696)
H (3.3475, -4.2835, 4.5124)
H (3.7258, -2.6365, 4.0234)
H (3.9087, -3.9542, 2.8702)
H (-0.0934, -6.0342, 2.8273)
H (0.3273, -5.1405, 4.2644)
H (2.3174, -6.9465, 2.7725)
H (1.2972, -7.4901, 4.0987)
H (2.5310, -6.2666, 4.3843)
C (7.0240, -3.7389, 5.5698)
C (7.7836, -2.6943, 6.3716)
N (7.7287, -1.3759, 5.7633)
C (8.6845, -0.4332, 6.3181)
C (8.5248, -0.0268, 7.7872)
C (6.3943, -0.8602, 5.4963)
C (5.4095, -0.7842, 6.6686)
H (7.3437, -3.7273, 4.5266)
H (7.2061, -4.7339, 5.9775)
H (5.9472, -3.5650, 5.5972)
H (8.8398, -2.9733, 6.4238)
H (7.4126, -2.7075, 7.4094)
H (8.6614, 0.4635, 5.6927)
H (9.6779, -0.8731, 6.1865)
H (7.6576, 0.6136, 7.9445)
H (9.4070, 0.5277, 8.1127)
H (8.4257, -0.8984, 8.4359)
H (5.9451, -1.4776, 4.7139)
H (6.5190, 0.1326, 5.0565)
H (5.3636, -1.7290, 7.2132)
H (4.4062, -0.5757, 6.2914)
H (5.6655, -0.0004, 7.3799)
C (0.0212, 1.5794, -4.5273)
C (0.1218, 1.8181, -6.0244)
N (1.1733, 1.0299, -6.6457)
C (1.4969, 1.4468, -7.9985)
C (0.4153, 1.3031, -9.0752)
C (1.0973, -0.4060, -6.4145)
C (-0.2072, -1.1212, -6.7845)
H (0.9903, 1.7205, -4.0458)
H (-0.6918, 2.2734, -4.0801)
H (-0.3270, 0.5698, -4.3066)
H (0.3572, 2.8693, -6.2144)
H (-0.8689, 1.6408, -6.4746)
H (2.3874, 0.8927, -8.3086)
H (1.7936, 2.4989, -7.9446)
H (0.2329, 0.2615, -9.3373)
H (0.7293, 1.8218, -9.9831)
H (-0.5301, 1.7430, -8.7543)
H (1.2936, -0.5879, -5.3548)
H (1.9321, -0.8594, -6.9553)
H (-1.0750, -0.6119, -6.3614)
H (-0.1980, -2.1341, -6.3772)
H (-0.3526, -1.1961, -7.8614)
C (-6.2475, 8.7688, -1.2673)
C (-5.9195, 7.4128, -1.8729)
N (-4.5629, 6.9805, -1.5857)
C (-4.1141, 5.8719, -2.4116)
C (-4.8342, 4.5288, -2.2599)
C (-4.2090, 6.9145, -0.1757)
C (-5.0854, 6.0531, 0.7417)
H (-5.4909, 9.5034, -1.5467)
H (-7.2168, 9.1134, -1.6296)
H (-6.3009, 8.7302, -0.1784)
H (-6.0040, 7.4764, -2.9615)
H (-6.6828, 6.6860, -1.5502)
H (-3.0471, 5.7296, -2.2190)
H (-4.1963, 6.1963, -3.4535)
H (-4.5987, 4.0442, -1.3133)
H (-4.5225, 3.8508, -3.0574)
H (-5.9179, 4.6387, -2.3267)
H (-4.2023, 7.9337, 0.2188)
H (-3.1738, 6.5679, -0.1237)
H (-6.1446, 6.2830, 0.6126)
H (-4.8322, 6.2541, 1.7844)
H (-4.9516, 4.9866, 0.5666)

Force components x, y, z for each atom (eV/Å):
C 0.072 0.044 0.046
C -0.096 0.031 0.002
C -0.078 -0.036 0.056
Br 0.135 -0.056 -0.097
Si -0.008 0.021 -0.147
O 0.104 -0.091 0.233
O 0.123 -0.158 0.202
Si -0.145 0.189 -0.049
C -0.065 -0.066 -0.059
N 0.068 -0.048 0.072
H -0.017 0.027 -0.038
H -0.013 -0.036 -0.017
H -0.046 -0.032 0.006
H 0.054 -0.011 -0.038
H -0.011 0.025 0.019
H 0.035 0.009 -0.005
H -0.017 0.017 -0.012
H -0.060 0.137 -0.218
H 0.013 -0.011 0.088
H 0.004 0.016 -0.023
H -0.020 0.025 -0.031
H 0.029 -0.017 0.032
H -0.014 0.004 0.004
H -0.026 0.021 -0.034
C -0.035 0.057 -0.052
C 0.001 0.025 0.024
N 0.021 -0.044 -0.029
C -0.030 0.017 0.017
C 0.021 0.028 0.026
C 0.000 0.015 0.032
C -0.011 0.006 0.000
H -0.011 -0.032 -0.015
H -0.001 -0.001 0.003
H 0.014 0.008 0.028
H 0.009 -0.014 -0.019
H -0.007 0.001 0.023
H 0.008 0.009 -0.003
H 0.006 -0.007 -0.010
H -0.004 -0.014 -0.013
H 0.000 -0.002 0.005
H -0.001 0.006 -0.001
H 0.002 0.009 -0.020
H 0.003 -0.022 0.003
H -0.015 -0.015 -0.002
H 0.004 0.004 0.013
H 0.012 0.011 -0.021
C 0.003 -0.015 -0.032
C -0.005 0.038 0.010
N -0.042 -0.037 0.041
C 0.009 0.026 -0.029
C 0.004 -0.002 -0.006
C 0.009 0.028 -0.009
C 0.003 0.001 -0.012
H -0.001 -0.002 0.003
H 0.005 0.007 0.008
H -0.004 -0.018 -0.007
H -0.008 -0.017 -0.002
H 0.002 0.017 -0.002
H 0.012 -0.002 0.006
H -0.005 -0.010 0.008
H -0.006 -0.011 -0.004
H -0.005 0.007 0.002
H 0.009 0.002 0.000
H 0.014 -0.015 -0.002
H -0.021 -0.002 0.008
H -0.015 -0.005 -0.013
H 0.001 0.014 0.004
H 0.017 -0.018 0.010
C -0.002 0.032 0.023
C -0.005 -0.027 -0.039
N -0.065 -0.019 0.030
C 0.037 -0.009 -0.009
C 0.006 0.003 0.004
C 0.015 -0.011 -0.023
C 0.015 0.004 -0.001
H 0.002 -0.001 -0.014
H 0.005 -0.002 0.002
H 0.004 -0.003 0.049
H 0.005 -0.002 0.015
H 0.006 0.006 -0.009
H -0.001 0.012 -0.006
H -0.013 0.002 0.005
H -0.004 0.000 0.012
H 0.000 -0.007 -0.004
H 0.004 0.007 -0.005
H 0.001 0.020 0.009
H -0.016 -0.017 0.004
H 0.002 -0.017 0.019
H 0.002 -0.005 -0.014
H -0.011 0.026 0.003
C 0.007 0.012 -0.029
C 0.014 -0.027 -0.006
N -0.048 0.004 0.040
C 0.035 0.006 -0.009
C 0.049 -0.036 -0.030
C 0.022 -0.025 -0.002
C 0.011 0.010 -0.006
H -0.005 0.001 0.006
H 0.003 0.003 0.002
H 0.004 -0.008 0.001
H -0.015 0.008 0.006
H 0.013 -0.006 0.004
H -0.004 -0.005 -0.010
H -0.019 0.006 0.005
H -0.009 0.014 0.007
H -0.002 -0.004 0.004
H 0.001 0.005 0.001
H -0.010 0.011 -0.016
H -0.009 -0.001 0.019
H 0.003 0.013 0.015
H 0.007 -0.011 0.001
H -0.019 0.002 -0.018

***

[2]
Entry from the Open Molecules 2025 dataset: a molecular structure, C28H77CdClN7O11 in a non-equilibrium geometry (ωB97M-V/def2-TZVPD).

HOMO ... -10.33 eV
Total charge ... +1

CARTESIAN COORDINATES (ANGSTROEM)
Cd (-0.9906, -12.3226, 6.2527)
Cl (1.4715, -9.8213, 5.8281)
O (2.6252, -10.7083, 5.8923)
O (1.2129, -9.2873, 7.1402)
O (1.6240, -8.7874, 4.8510)
O (0.3256, -10.6609, 5.4877)
C (-0.3314, -6.0793, 7.2026)
C (0.7749, -5.2414, 7.8398)
C (1.9638, -6.1377, 8.2019)
O (2.8388, -5.4206, 9.0423)
C (4.0960, -6.0241, 9.2625)
N (1.1610, -4.1707, 6.9093)
H (-0.6688, -6.8978, 7.8489)
H (0.0077, -6.5634, 6.2868)
H (-1.2135, -5.4624, 7.0355)
H (0.4699, -4.9018, 8.8341)
H (2.4607, -6.4600, 7.2746)
H (1.6862, -7.0483, 8.7507)
H (3.9666, -7.0163, 9.7055)
H (4.6550, -5.3571, 9.9106)
H (4.6152, -6.1118, 8.3028)
H (1.9106, -3.6423, 7.3704)
H (1.7832, -4.6474, 6.2402)
C (-3.3254, -9.2203, 8.1383)
C (-2.1617, -10.0181, 7.5959)
C (-1.5041, -10.8024, 8.7261)
O (-0.4450, -11.6225, 8.1891)
C (0.4582, -12.1143, 9.1932)
N (-2.5959, -10.8908, 6.4414)
H (-3.8342, -8.7268, 7.3031)
H (-3.0018, -8.3780, 8.7500)
H (-4.0671, -9.8446, 8.6401)
H (-1.4007, -9.3332, 7.2118)
H (-2.2156, -11.4286, 9.2746)
H (-1.0891, -10.0504, 9.4031)
H (1.1806, -11.3170, 9.3669)
H (0.8998, -13.0811, 8.9676)
H (-0.0595, -12.2877, 10.1427)
H (-2.5824, -10.2067, 5.6824)
H (-3.5697, -11.1388, 6.6083)
C (-1.6040, -7.5921, 13.8655)
C (-1.6111, -8.9587, 13.1855)
C (-0.3761, -9.1995, 12.3548)
O (-0.4157, -8.4202, 11.1634)
C (0.7963, -8.4297, 10.4456)
N (-1.6589, -10.0191, 14.2273)
H (-1.3172, -6.8279, 13.1387)
H (-0.9657, -7.5972, 14.7487)
H (-2.5846, -7.3158, 14.2619)
H (-2.4724, -9.1421, 12.5386)
H (-0.1411, -10.2628, 12.2092)
H (0.5402, -8.8382, 12.8516)
H (0.6916, -9.0747, 9.5685)
H (1.6550, -8.7115, 11.0599)
H (1.0296, -7.4461, 10.0347)
H (-2.3739, -9.7529, 14.8952)
H (-0.7859, -10.0019, 14.7474)
C (1.5609, -3.0270, 3.2373)
C (1.1759, -4.5032, 3.1574)
C (2.3160, -5.4696, 3.3779)
O (2.9758, -5.2495, 4.6210)
C (3.9126, -6.2962, 4.8563)
N (0.0010, -4.6913, 4.0240)
H (2.3681, -2.7546, 2.5560)
H (1.9001, -2.8293, 4.2573)
H (0.7098, -2.3734, 3.0613)
H (0.8306, -4.6993, 2.1333)
H (2.9944, -5.3053, 2.5315)
H (1.9190, -6.4880, 3.4172)
H (3.3992, -7.2576, 4.9038)
H (4.3745, -6.1055, 5.8277)
H (4.7307, -6.1980, 4.1388)
H (0.1705, -4.3914, 4.9905)
H (-0.1357, -5.6943, 4.1513)
C (4.9895, -11.9846, 3.2542)
C (3.7116, -12.8275, 3.2189)
C (3.8791, -14.0115, 2.2710)
O (3.9655, -13.5018, 0.9517)
C (4.0466, -14.5438, -0.0012)
N (3.4256, -13.3383, 4.5702)
H (5.9014, -12.5759, 3.3590)
H (5.0265, -11.2349, 4.0446)
H (5.0285, -11.4640, 2.2924)
H (2.8617, -12.2362, 2.8862)
H (2.9666, -14.6212, 2.3021)
H (4.7300, -14.6164, 2.5971)
H (4.5839, -14.2286, -0.8931)
H (3.0111, -14.7929, -0.2732)
H (4.4940, -15.4895, 0.3189)
H (4.2369, -13.7628, 5.0025)
H (3.1748, -12.5380, 5.1405)
C (0.3292, -13.4393, 3.0472)
C (-0.9562, -12.6437, 3.0800)
C (-1.9152, -12.8976, 1.9208)
O (-3.0779, -12.1734, 2.2783)
C (-4.1541, -12.3250, 1.3667)
N (-1.6765, -12.9623, 4.3666)
H (0.2207, -14.5116, 3.2470)
H (1.0723, -13.0458, 3.7415)
H (0.7922, -13.4439, 2.0553)
H (-0.6575, -11.5939, 3.0924)
H (-2.1270, -13.9703, 1.8054)
H (-1.5306, -12.5247, 0.9687)
H (-3.8986, -11.8580, 0.4113)
H (-5.0352, -11.8377, 1.7713)
H (-4.3702, -13.3772, 1.1621)
H (-2.5848, -12.5143, 4.1460)
H (-1.9606, -13.9327, 4.1832)
C (-1.0447, -9.4271, 0.6078)
C (0.0243, -9.0514, 1.6334)
C (1.2332, -8.3107, 1.0599)
O (2.3835, -8.3072, 1.8679)
C (3.0358, -9.5340, 2.1192)
N (-0.6395, -8.3400, 2.7502)
H (-1.8147, -10.0017, 1.1078)
H (-0.5299, -10.0298, -0.1506)
H (-1.3984, -8.5474, 0.0686)
H (0.3742, -9.9856, 2.0930)
H (1.0204, -7.2439, 0.9283)
H (1.4858, -8.7196, 0.0674)
H (3.9644, -9.2862, 2.6288)
H (3.2792, -10.1477, 1.2443)
H (2.4079, -10.1032, 2.8128)
H (0.1037, -8.1290, 3.4224)
H (-0.8726, -7.4026, 2.4089)

Force components x, y, z for each atom (eV/Å):
Cd 1.220 -0.173 -0.382
Cl 1.853 -0.321 1.533
O -0.760 0.981 -0.370
O -0.008 0.227 -0.361
O -0.200 -0.568 0.313
O -1.127 -0.431 -1.112
C -0.261 -0.181 0.500
C 0.371 -1.104 0.381
C 0.377 -0.433 -0.180
O -0.045 0.708 0.080
C -0.525 0.113 -0.584
N 1.275 -0.282 0.596
H 0.214 0.050 0.223
H 0.015 0.206 -0.207
H 0.088 0.079 -0.357
H -0.407 0.691 -0.346
H 0.136 0.012 0.017
H -0.062 0.303 -0.870
H 0.200 -0.050 0.101
H 0.056 -0.115 0.145
H 0.202 -0.181 0.075
H -0.615 0.349 0.250
H -0.563 0.050 -0.387
C -0.320 0.637 -0.595
C 0.137 0.021 0.495
C -0.120 0.394 -0.261
O -0.242 -0.638 0.622
C 0.028 0.375 1.105
N -0.605 1.700 0.961
H -0.025 -0.143 -0.031
H 0.063 -0.326 0.389
H 0.125 0.055 0.215
H -0.016 -0.148 -0.134
H 0.041 -0.070 -0.040
H 0.052 -0.224 0.117
H 0.303 -0.315 -0.121
H 0.117 0.236 -0.715
H -0.298 0.181 -0.173
H -0.207 -0.506 -0.369
H 0.070 -0.086 -0.184
C -0.515 0.346 -0.639
C 0.163 -0.777 1.144
C 1.510 0.774 0.039
O -0.557 -0.335 -0.008
C -0.004 0.172 -0.283
N -0.012 -0.014 -0.451
H 0.126 0.145 0.288
H 0.435 0.001 -0.283
H -0.126 -0.148 -0.236
H -0.099 0.390 0.012
H -0.632 -0.115 -0.448
H -0.302 -0.040 0.620
H 0.366 -0.221 0.068
H -0.051 -0.241 0.018
H -0.559 -0.090 0.718
H -0.036 -0.159 0.040
H -0.026 -0.003 0.024
C 0.404 -0.146 0.456
C -0.871 0.742 0.049
C -0.190 0.469 0.395
O 0.016 -0.130 -0.113
C 0.142 0.970 0.564
N 0.071 -0.762 0.462
H -0.012 -0.101 -0.033
H 0.087 0.114 -0.051
H -0.116 -0.156 -0.149
H 0.046 -0.084 -0.009
H 0.292 -0.490 0.111
H 0.140 -0.079 -0.504
H 0.315 -0.117 -0.396
H -0.163 0.026 0.074
H -0.132 -0.592 -0.283
H 0.157 0.402 -0.501
H -0.200 0.043 -0.251
C -0.163 0.522 -1.048
C 1.335 -0.560 1.102
C -1.173 0.693 -0.054
O 1.247 -0.403 0.245
C -0.959 -0.245 -0.495
N -0.938 -0.080 -0.069
H -0.160 -0.275 -0.073
H -0.414 -0.028 0.066
H 0.457 0.055 0.099
H 0.016 0.097 0.014
H 0.097 -0.251 0.358
H 0.187 -0.056 -0.327
H -0.037 0.308 0.085
H 0.124 -0.129 -0.286
H 0.256 0.299 0.516
H 0.129 0.015 -0.194
H 0.125 -0.087 0.104
C 0.422 -0.558 -0.553
C 1.272 -0.160 -0.069
C -0.096 0.374 0.407
O -0.361 -0.229 0.111
C 0.142 0.009 -0.530
N -1.402 -0.841 -2.344
H -0.354 0.099 0.259
H -0.102 -0.059 0.074
H -0.076 0.407 0.000
H -0.439 0.122 0.121
H -0.072 -0.020 0.056
H 0.289 -0.008 0.049
H -0.030 0.072 0.003
H 0.048 0.021 0.137
H -0.016 -0.059 0.186
H 0.181 0.208 0.664
H 0.379 -0.094 0.671
C 1.566 0.049 -0.467
C -0.580 -0.032 0.812
C 0.139 -0.223 -0.605
O 0.331 0.156 0.033
C -0.487 0.093 0.492
N 0.787 0.645 0.003
H -0.367 0.131 -0.131
H -0.359 -0.189 -0.013
H -0.415 0.005 0.256
H 0.176 0.018 -0.220
H -0.291 -0.125 -0.081
H -0.061 -0.036 0.064
H -0.020 0.013 0.014
H -0.238 0.243 -0.242
H 0.274 -0.304 -0.059
H -0.250 -0.248 0.089
H -0.323 -0.224 -0.012

***

The following E values (in a.u.) correspond, in order, to the records above: -4688.5632 -2951.2698.
The following ΔE to the lowest compared entry with this formula, charge and spin values (in kJ/mol) correspond, in order, to the records above: 4.6 0.0.
The following gap between HOMO and LUMO values (in eV) correspond, in order, to the records above: 8.43 6.40.